No. 1
CH3O3S | ωB97M-V with the def2-TZVPD basis set

Output
HOMO level (alpha / beta) = -1.6147 / -4.6959 eV
Kohn-Sham gap (alpha / beta) = 5.56 / 6.97 eV
total charge = -1
spin multiplicity = 3

The geometry in XYZ format:
```
8
Properties=species:S:1:pos:R:3:mulliken_charge:R:1
C -0.164 -1.255 -0.300 -0.515
O 2.908 1.245 0.064 -0.545
O 3.023 -1.060 -0.731 -0.534
O -1.323 -0.719 -0.230 -0.595
S 2.606 -0.160 0.361 0.353
H 0.324 -1.450 -1.164 0.348
H 0.149 -2.081 0.406 0.236
H 1.013 -0.307 0.077 0.252
```


No. 2
CH3O3S2 | ωB97M-V with the def2-TZVPD basis set

Output
HOMO level = -3.3767 eV
Kohn-Sham gap = 6.63 eV
total charge = -1

The geometry in XYZ format:
```
9
Properties=species:S:1:pos:R:3:mulliken_charge:R:1
C -0.036 0.282 -0.297 -0.789
O 1.827 1.016 1.363 -0.614
O 1.935 1.976 -0.872 -0.634
O 4.307 -1.407 0.478 -0.547
S 4.083 -0.090 -0.322 0.050
S 1.884 0.741 -0.095 0.776
H -0.456 0.265 -1.343 0.293
H -0.448 1.136 0.290 0.227
H 0.068 -0.682 0.423 0.237
```


No. 3
CH3O3S2 | ωB97M-V with the def2-TZVPD basis set

Output
HOMO level = -3.9749 eV
Kohn-Sham gap = 7.13 eV
total charge = -1

The geometry in XYZ format:
```
9
Properties=species:S:1:pos:R:3:mulliken_charge:R:1
C 0.141 -0.388 -0.022 -0.356
O -0.311 2.441 1.834 -0.630
O 1.917 2.740 0.888 -0.610
O 0.179 3.844 -0.393 -0.586
S -0.549 -0.737 -1.366 -0.317
S 0.534 2.421 0.590 0.622
H 1.084 -0.030 0.034 0.307
H -0.385 -0.344 0.886 0.286
H -0.464 3.767 -1.331 0.283
```


No. 4
CH3O3S3 | ωB97M-V with the def2-TZVPD basis set

Output
HOMO level = -4.8206 eV
Kohn-Sham gap = 7.85 eV
total charge = -1

The geometry in XYZ format:
```
10
Properties=species:S:1:pos:R:3:mulliken_charge:R:1
C 0.447 -0.543 -0.478 -0.480
O 2.549 0.858 1.205 -0.587
O 2.577 0.751 -1.197 -0.590
O 4.354 -0.455 0.060 -0.650
S -1.092 -1.260 0.155 -0.236
S 1.790 -1.631 0.034 -0.169
S 3.004 0.137 0.038 1.020
H 0.158 -0.602 -1.511 0.255
H 0.755 0.454 -0.069 0.336
H -1.216 -1.937 -1.013 0.102
```


No. 5
CH3O4 | ωB97M-V with the def2-TZVPD basis set

Output
HOMO level = -17.0928 eV
Kohn-Sham gap = 9.87 eV
total charge = +1

The geometry in XYZ format:
```
8
Properties=species:S:1:pos:R:3:mulliken_charge:R:1
C 0.999 -0.346 -0.056 0.141
O -2.048 0.271 1.084 -0.166
O 0.391 -1.324 -0.513 -0.226
O -0.593 1.412 0.022 -0.279
O -1.704 1.322 0.587 0.496
H 1.530 0.389 -0.665 0.269
H 1.083 -0.280 1.032 0.326
H 0.343 -1.444 -1.492 0.439
```


No. 6
CH3O4Si | ωB97M-V with the def2-TZVPD basis set

Output
HOMO level = -4.4508 eV
Kohn-Sham gap = 8.21 eV
total charge = -1

The geometry in XYZ format:
```
9
Properties=species:S:1:pos:R:3:mulliken_charge:R:1
C 0.864 -1.297 0.147 0.527
O 0.355 -2.034 -0.682 -0.619
O 1.693 -1.525 1.087 -0.670
O -0.083 0.739 -1.716 -0.448
O -1.729 1.107 1.290 -0.845
Si 0.285 0.601 -0.131 0.645
H -0.717 -0.015 -2.059 0.345
H -1.599 0.606 1.993 0.216
H 0.932 1.819 0.071 -0.152
```


Computed max |F|, in the same sequence as the records: 3.85 3.14 5.26 2.58 1.30 7.71 eV/Å.
Computed energy relative to the best compared isomer or geometry (same formula, charge and spin), in the same sequence as the records: 32.54 71.19 57.28 3.81 136.05 76.61 kcal per mole.